Version P
{
  "formula": "C31H48KN3O5",
  "method": "wB97M-V/def2-TZVPD",
  "lumo_ev": 0.042,
  "symbols": ["K", "C", "C", "O", "C", "C", "O", "C", "C", "O", "C", "C", "O", "C", "C", "O", "H", "H", "H", "H", "H", "H", "H", "H", "H", "H", "H", "H", "H", "H", "H", "H", "H", "H", "H", "H", "C", "C", "C", "C", "C", "C", "C", "C", "N", "C", "C", "C", "C", "C", "C", "C", "C", "C", "C", "H", "H", "H", "H", "H", "H", "H", "H", "H", "H", "H", "H", "H", "H", "H", "H", "H", "H", "H", "H", "H", "H", "H", "H", "N", "C", "C", "C", "N", "H", "H", "H", "H"],
  "coordinates": [[0.5644, 0.1047, -0.2214], [-1.5337, -2.2941, -1.8752], [-2.9802, -1.8419, -1.7785], [-3.1572, -0.4935, -1.3883], [-3.3610, 0.4445, -2.4279], [-2.0739, 0.9832, -3.0377], [-1.1109, 1.3836, -2.0918], [-1.3021, 2.6253, -1.4352], [-2.0830, 2.5126, -0.1421], [-1.4061, 1.6141, 0.7138], [-2.2207, 1.1395, 1.7672], [-1.4220, 0.1584, 2.5958], [-0.9137, -0.9333, 1.8433], [-1.8825, -1.8841, 1.4312], [-1.2008, -2.8146, 0.4542], [-0.7696, -2.1070, -0.6983], [-0.9997, -1.7459, -2.6515], [-1.5315, -3.3549, -2.1609], [-3.5121, -2.4493, -1.0417], [-3.4581, -2.0333, -2.7474], [-3.9447, 1.2553, -1.9917], [-3.9715, 0.0097, -3.2297], [-2.3250, 1.8120, -3.7135], [-1.5839, 0.2173, -3.6402], [-1.7885, 3.3476, -2.1015], [-0.3025, 3.0056, -1.2110], [-3.1007, 2.1528, -0.3191], [-2.1507, 3.5060, 0.3211], [-3.1204, 0.6760, 1.3455], [-2.5369, 1.9650, 2.4181], [-2.0458, -0.2027, 3.4230], [-0.5485, 0.6607, 3.0148], [-2.7269, -1.3890, 0.9431], [-2.2522, -2.4439, 2.3001], [-1.8708, -3.6391, 0.1891], [-0.3091, -3.2400, 0.9204], [2.2087, 4.4740, 5.1561], [2.1711, 3.9868, 3.7308], [1.9039, 4.8616, 2.6939], [1.9111, 4.4092, 1.3692], [1.6390, 5.3598, 0.2345], [2.1660, 3.0790, 1.1154], [2.4061, 2.1547, 2.1581], [2.4230, 2.6379, 3.4643], [2.5503, 0.8275, 1.7644], [3.0797, -0.2865, 2.5517], [2.2446, -0.6214, 3.7991], [2.8153, -1.8656, 4.4944], [4.2723, -1.6064, 4.8921], [5.1045, -1.3123, 3.6403], [5.0276, -2.5027, 2.6770], [3.5676, -2.7591, 2.2916], [2.7558, -3.0703, 3.5521], [2.9794, -1.5137, 1.6275], [4.5474, -0.0670, 2.9450], [2.0282, 5.5474, 5.2082], [3.1796, 4.2765, 5.6149], [1.4548, 3.9745, 5.7682], [1.7121, 5.9079, 2.9074], [2.2211, 6.2776, 0.3338], [0.5860, 5.6535, 0.2067], [1.8896, 4.9060, -0.7247], [2.2162, 2.7091, 0.0944], [2.6591, 1.9862, 4.2921], [1.2121, -0.8033, 3.4824], [2.2246, 0.2007, 4.5136], [2.2237, -2.0702, 5.3913], [4.6773, -2.4781, 5.4163], [4.3283, -0.7604, 5.5851], [6.1455, -1.1372, 3.9244], [5.4511, -3.3960, 3.1474], [5.6201, -2.2956, 1.7810], [3.5110, -3.5972, 1.5924], [3.1538, -3.9592, 4.0520], [1.7150, -3.2836, 3.2847], [1.9122, -1.6873, 1.4308], [3.4703, -1.3050, 0.6725], [5.1188, 0.1530, 2.0374], [4.6263, 0.8078, 3.5985], [3.2039, 0.5899, -1.1292], [4.4606, 0.7278, -1.5774], [4.6947, -0.1495, -2.6339], [3.4692, -0.7998, -2.7859], [2.5875, -0.3641, -1.8796], [2.8824, 0.7775, 0.7888], [5.1253, 1.4435, -1.1132], [5.5995, -0.2827, -3.2041], [3.1869, -1.5633, -3.4968]]
}



Version Q
{
  "formula": "C31H48KN3O5",
  "method": "wB97M-V/def2-TZVPD",
  "lumo_ev": -0.034,
  "symbols": ["K", "C", "C", "O", "C", "C", "O", "C", "C", "O", "C", "C", "O", "C", "C", "O", "H", "H", "H", "H", "H", "H", "H", "H", "H", "H", "H", "H", "H", "H", "H", "H", "H", "H", "H", "H", "C", "C", "C", "C", "C", "C", "C", "C", "N", "C", "C", "C", "C", "C", "C", "C", "C", "C", "C", "H", "H", "H", "H", "H", "H", "H", "H", "H", "H", "H", "H", "H", "H", "H", "H", "H", "H", "H", "H", "H", "H", "H", "H", "N", "C", "C", "C", "N", "H", "H", "H", "H"],
  "coordinates": [[-0.7878, 1.0538, -0.2975], [-1.8364, 2.9995, -2.8373], [-2.1475, 3.8897, -1.6454], [-2.4442, 3.0986, -0.5123], [-2.6036, 3.8366, 0.6865], [-2.2372, 2.9933, 1.8983], [-0.8944, 2.5396, 1.9140], [0.0900, 3.3470, 2.5120], [0.4181, 4.6297, 1.7524], [0.5978, 4.4394, 0.3601], [1.9271, 4.3607, -0.1144], [2.4817, 2.9423, -0.1615], [1.6575, 2.0219, -0.8372], [1.6759, 2.0254, -2.2553], [0.5581, 2.8329, -2.8964], [-0.6845, 2.1873, -2.6921], [-1.7408, 3.6363, -3.7254], [-2.6644, 2.3087, -3.0026], [-3.0089, 4.5179, -1.9094], [-1.3010, 4.5516, -1.4235], [-3.6509, 4.1483, 0.7923], [-1.9881, 4.7393, 0.6403], [-2.8550, 2.0933, 1.9098], [-2.4531, 3.5795, 2.8006], [0.9735, 2.7089, 2.5733], [-0.2017, 3.6232, 3.5345], [1.3114, 5.0803, 2.2001], [-0.3982, 5.3462, 1.8665], [2.5956, 4.9788, 0.4971], [1.9213, 4.7852, -1.1207], [2.5920, 2.5478, 0.8506], [3.4788, 2.9805, -0.6203], [1.5852, 0.9823, -2.5689], [2.6343, 2.4106, -2.6230], [0.7581, 2.9009, -3.9742], [0.5392, 3.8485, -2.4898], [0.6231, -5.5193, -2.8144], [0.0256, -4.1584, -2.5582], [-0.8060, -3.5664, -3.5050], [-1.3191, -2.2980, -3.2527], [-2.2055, -1.6140, -4.2643], [-1.0074, -1.6407, -2.0754], [-0.1959, -2.2120, -1.0512], [0.3170, -3.5025, -1.3740], [-0.0344, -1.5230, 0.1019], [0.9776, -1.8518, 1.0851], [2.3987, -1.9743, 0.4947], [3.4376, -2.2119, 1.5954], [3.0843, -3.4874, 2.3679], [1.7054, -3.3346, 3.0178], [1.7200, -2.1378, 3.9708], [2.0579, -0.8718, 3.1810], [3.4484, -1.0219, 2.5578], [1.0296, -0.6636, 2.0671], [0.6515, -3.1046, 1.9313], [0.1551, -6.0002, -3.6734], [0.5025, -6.1725, -1.9484], [1.6942, -5.4402, -3.0153], [-1.0458, -4.0825, -4.4278], [-2.3835, -2.2540, -5.1283], [-1.7494, -0.6863, -4.6193], [-3.1723, -1.3584, -3.8250], [-1.4261, -0.6396, -1.9781], [0.9418, -4.0243, -0.6634], [2.6193, -1.0428, -0.0408], [2.4507, -2.7779, -0.2398], [4.4276, -2.3261, 1.1418], [3.8418, -3.6813, 3.1350], [3.0834, -4.3453, 1.6880], [1.4645, -4.2441, 3.5772], [2.4567, -2.2910, 4.7664], [0.7401, -2.0319, 4.4469], [2.0476, -0.0084, 3.8562], [4.1981, -1.1716, 3.3421], [3.7190, -0.1093, 2.0147], [1.3026, 0.2363, 1.4989], [0.0293, -0.4998, 2.4844], [-0.3349, -2.9595, 2.3864], [0.5768, -3.9872, 1.2955], [-2.8252, -1.3477, 0.6272], [-3.6960, -2.3158, 0.3074], [-4.9325, -1.7197, 0.1716], [-4.6870, -0.3600, 0.4126], [-3.4047, -0.1385, 0.6816], [-1.7798, -1.4279, 0.6481], [-3.3676, -3.3342, 0.1862], [-5.8674, -2.1930, -0.0717], [-5.3851, 0.4626, 0.4060]]
}



Which structure wins on stability? version P wins.